# 1
25
Properties=species:S:1:pos:R:3:mulliken_charge:R:1 method="wB97M-V/def2-TZVPD" orbital_gap_ev=5.3 charge=+1 e_homo_ha=-0.53539 total_energy_ha=-422.1051 largest_force_ev_per_a=4.6
C 2.119 -0.233 0.931 -0.597
N 2.825 0.988 1.036 -0.480
C 1.577 -0.418 -0.621 0.526
N 0.536 -1.286 -0.667 -0.075
C -6.885 -0.324 -0.418 -0.889
C 2.702 -0.779 -1.569 -1.545
H 2.826 -1.020 1.161 0.475
H 1.238 -0.301 1.578 0.404
H 3.333 0.968 1.878 0.300
H 2.106 1.761 1.231 0.294
H 1.194 0.642 -0.883 0.246
H 0.311 -1.767 -1.470 0.305
H -6.070 -0.367 0.312 0.180
H -6.928 -1.234 -1.020 0.224
H -7.807 -0.095 0.066 0.246
H -6.664 0.521 -1.066 0.240
H 3.475 -0.044 -1.485 0.426
H 3.107 -1.738 -1.290 0.419
H 2.372 -0.831 -2.616 0.427
H -0.818 2.683 0.422 0.300
H -0.639 1.122 0.734 0.386
O -0.203 2.020 0.378 -0.636
H -1.863 -0.371 1.257 0.229
H -0.304 -1.010 -0.059 0.309
O -0.968 -0.219 0.895 -0.713

---

# 2
19
Properties=species:S:1:pos:R:3:mulliken_charge:R:1 method="wB97M-V/def2-TZVPD" orbital_gap_ev=9.0 charge=0 e_homo_ha=-0.29688 total_energy_ha=-344.2518 largest_force_ev_per_a=4.5
N 0.827 1.834 0.536 -0.576
C 0.837 1.648 -0.900 -0.681
N 0.588 0.342 -1.270 -0.169
C 0.968 -0.951 -0.575 -0.805
C -0.509 -1.755 -0.249 -0.459
C -1.523 -0.878 0.536 -0.575
O -1.056 -0.271 1.724 -0.490
H 1.271 1.005 0.869 0.300
H -0.073 2.182 0.779 0.262
H 0.045 2.469 -1.257 0.334
H 1.799 2.049 -1.104 0.350
H 0.670 0.174 -2.229 0.216
H 1.391 -1.547 -1.356 0.345
H 1.554 -0.940 0.332 0.335
H -1.031 -2.002 -1.172 0.358
H -0.185 -2.588 0.443 0.293
H -1.844 0.086 0.151 0.272
H -2.401 -1.525 0.594 0.421
H -1.297 -0.810 2.430 0.268

---

# 3
7
Properties=species:S:1:pos:R:3:mulliken_charge:R:1 method="wB97M-V/def2-TZVPD" orbital_gap_ev=10.9 charge=0 e_homo_ha=-0.36296 total_energy_ha=-116.6121 largest_force_ev_per_a=1.8
C 1.551 -0.472 0.270 -0.176
C 0.494 -0.048 -0.137 -0.176
C -0.923 0.250 -0.114 -0.720
H 2.564 -0.694 0.067 0.327
H -1.293 1.224 -0.444 0.275
H -0.888 0.289 0.971 0.243
H -1.504 -0.548 -0.613 0.225

---

# 4
13
Properties=species:S:1:pos:R:3:mulliken_charge:R:1 method="wB97M-V/def2-TZVPD" orbital_gap_ev="7.6 / 7.6" charge=0 e_homo_ha="-0.27837 / -0.27838" total_energy_ha=-344.4406 largest_force_ev_per_a=0.4
C -1.504 -0.727 -0.389 -0.544
C -0.450 0.637 0.749 -0.367
O -0.054 -0.759 0.670 -0.203
C 1.228 -0.832 -0.063 0.380
O 1.644 -1.922 -0.367 -0.611
C 1.583 0.527 -0.255 -0.471
C 0.596 1.373 0.237 -0.369
H -1.620 -1.803 -0.268 0.236
H -2.407 -0.187 -0.114 0.353
H -1.097 -0.438 -1.354 0.314
H -1.078 0.856 1.602 0.414
H 2.533 0.817 -0.681 0.417
H 0.628 2.457 0.235 0.450

---

# 5
77
Properties=species:S:1:pos:R:3:lowdin_spin:R:1 method="wB97M-V/def2-TZVPD" orbital_gap_ev="6.7 / 5.7" charge=+2 e_homo_ha="-0.48493 / -0.50766" total_energy_ha=-2288.3315 multiplicity=5 largest_force_ev_per_a=7.3
Os 1.401 1.457 -0.706 0.679
C -0.964 1.144 2.765 0.295
C -1.818 1.688 1.767 0.302
C -2.389 -0.543 2.112 0.335
C -1.312 -0.222 2.978 0.323
C -2.676 0.640 1.337 0.334
C -0.014 1.882 3.625 0.042
H 0.141 2.896 3.244 0.000
H 0.959 1.368 3.658 0.011
H -0.369 1.958 4.665 0.016
C -0.874 -1.023 4.133 0.050
H 0.159 -0.786 4.404 0.005
H -0.945 -2.098 3.987 0.005
H -1.502 -0.777 5.001 0.022
C -3.217 -1.754 2.174 0.045
H -3.985 -1.611 2.945 0.022
H -2.648 -2.644 2.457 0.005
H -3.734 -1.962 1.231 0.004
C -3.809 0.822 0.400 0.045
H -4.666 1.325 0.896 0.020
H -4.189 -0.130 0.005 0.002
H -3.490 1.464 -0.442 0.008
C -1.852 3.083 1.216 0.042
H -2.678 3.690 1.653 0.017
H -2.017 3.079 0.132 0.008
H -0.938 3.646 1.411 0.002
C 3.237 0.432 -1.614 0.033
C 3.249 1.855 -1.100 0.025
C 3.215 3.121 -1.935 0.007
C 1.853 3.534 -2.547 0.007
C 0.769 2.561 -2.182 0.015
C 0.900 1.172 -2.611 -0.014
C 1.868 0.674 -3.665 0.000
C 3.267 0.324 -3.136 0.001
H 3.926 3.055 -2.758 0.000
H 1.897 3.643 -3.647 0.001
H 3.544 3.946 -1.287 0.001
H 4.069 0.984 -3.523 -0.001
H 4.048 -0.159 -1.142 0.021
H 3.844 1.947 -0.181 0.001
H 3.532 -0.698 -3.442 0.001
H 1.444 -0.234 -4.139 0.000
H -0.045 0.630 -2.601 -0.002
H 2.000 1.368 -4.517 0.000
H 1.573 4.541 -2.198 0.000
H -0.255 2.965 -2.275 0.004
P 1.883 -0.855 -0.656 0.146
P -1.620 -1.485 -1.211 0.033
C 1.252 -2.272 -1.627 0.020
C -0.261 -2.436 -2.061 0.016
H 1.530 -3.162 -1.035 0.000
H 1.823 -2.277 -2.573 0.006
H -0.358 -2.288 -3.155 0.001
H -0.573 -3.482 -1.874 0.001
C -2.986 -2.659 -1.410 0.004
H -3.866 -2.271 -0.885 0.000
H -2.690 -3.625 -0.990 0.000
H -3.184 -2.736 -2.486 0.001
C -2.304 -0.259 -2.443 0.004
H -2.102 -0.590 -3.474 0.001
H -1.890 0.750 -2.287 0.000
H -3.386 -0.171 -2.283 0.000
C 2.672 -1.085 0.949 0.026
H 2.534 -0.160 1.545 0.001
H 3.742 -1.261 0.755 0.006
H 2.207 -1.932 1.488 0.011
C 1.632 2.774 0.927 0.004
H 0.634 2.873 1.357 0.007
H 1.983 3.774 0.618 0.002
H 2.331 2.326 1.644 -0.001
F 1.330 -3.398 3.180 0.136
C 0.732 -3.596 1.983 0.595
F 1.655 -4.111 1.123 0.125
C -0.497 -4.457 2.063 0.071
F -1.334 -4.240 0.992 0.008
F -0.209 -5.777 2.074 0.033
F -1.190 -4.168 3.201 0.005

---

# 6
14
Properties=species:S:1:pos:R:3:lowdin_spin:R:1 method="wB97M-V/def2-TZVPD" orbital_gap_ev="6.5 / 7.2" charge=+2 e_homo_ha="-0.62260 / -0.62305" total_energy_ha=-914.6978 multiplicity=5 largest_force_ev_per_a=1.8
H -3.565 0.783 0.929 -0.078
O -1.107 -2.019 0.935 0.001
C -0.547 -1.195 0.029 -0.002
C 0.728 -0.798 0.131 -0.004
C 1.342 0.142 -0.884 -0.001
C 1.272 1.470 -0.220 0.000
O 0.255 1.950 0.275 -0.013
Pm -1.908 1.844 0.962 4.098
H -2.013 -2.233 0.693 0.000
H -1.182 -0.887 -0.808 0.000
H 1.337 -1.129 0.974 0.000
H 0.782 0.152 -1.828 0.000
H 2.392 -0.119 -1.073 0.000
H 2.213 2.038 -0.114 -0.001

---

# 7
50
Properties=species:S:1:pos:R:3:mulliken_charge:R:1 method="wB97M-V/def2-TZVPD" orbital_gap_ev="6.3 / 6.2" charge=+2 e_homo_ha="-0.53800 / -0.53775" total_energy_ha=-2647.4120 largest_force_ev_per_a=0.9
V -1.717 0.669 0.609 0.955
O -3.303 2.977 0.722 -0.431
C -3.612 1.864 0.398 0.235
O -3.393 0.820 1.264 -0.625
C -3.878 1.443 -1.046 -0.262
C -3.945 -0.087 -1.155 0.101
C -4.364 -0.537 -2.545 -0.998
C -3.088 -0.276 -3.374 -0.960
C -2.166 0.342 -2.339 -0.005
O -2.498 -0.387 -1.100 -0.315
C -2.611 1.765 -1.964 0.025
C -1.426 2.493 -1.316 -0.141
O -1.107 3.616 -1.506 -0.503
O -0.687 1.650 -0.489 -0.540
H -4.766 1.955 -1.412 0.640
H -4.442 -0.581 -0.329 0.693
H -5.232 0.020 -2.892 0.365
H -4.626 -1.592 -2.540 0.357
H -3.245 0.402 -4.210 0.387
H -2.666 -1.199 -3.763 0.363
H -1.104 0.231 -2.534 0.603
H -2.909 2.362 -2.823 0.757
C 0.310 -5.244 1.251 -1.395
C -0.054 -3.794 1.244 1.040
C -1.133 -3.302 1.975 -0.768
C -1.444 -1.960 1.921 -0.323
N -0.754 -1.087 1.173 -0.243
C 0.318 -1.542 0.505 -0.271
C 0.690 -2.866 0.510 -0.708
H -0.484 -5.855 1.672 0.376
H 1.210 -5.398 1.851 0.326
H 0.528 -5.594 0.243 0.377
H -1.734 -3.961 2.586 0.420
H -2.280 -1.562 2.487 0.513
H 0.874 -0.807 -0.066 0.536
H 1.555 -3.179 -0.059 0.442
Cl 8.413 1.625 1.108 -0.056
C 6.743 1.785 1.161 0.657
C 6.105 1.858 2.419 -0.739
C 4.756 2.008 2.462 -0.406
C 3.988 2.092 1.246 1.058
C 2.656 2.327 1.289 -0.776
C 4.678 1.997 -0.016 -0.292
C 6.026 1.847 -0.057 -0.755
H 6.702 1.805 3.318 0.445
H 4.241 2.079 3.412 0.404
H 2.059 2.456 0.393 0.279
H 2.148 2.467 2.237 0.294
H 4.104 2.068 -0.931 0.421
H 6.566 1.786 -0.990 0.441

---

# 8
14
Properties=species:S:1:pos:R:3:mulliken_charge:R:1 method="wB97M-V/def2-TZVPD" orbital_gap_ev="7.3 / 7.3" charge=0 e_homo_ha="-0.24827 / -0.24830" total_energy_ha=-270.3358 largest_force_ev_per_a=0.5
C 1.509 0.553 -0.300 -1.277
C 0.478 0.092 0.758 0.318
C -0.729 0.774 0.142 -0.935
C -1.671 -0.330 -0.220 -0.370
O -0.697 -1.386 -0.604 -0.332
C 0.426 -1.154 0.010 -0.207
H 1.671 1.637 -0.210 0.345
H 2.481 0.049 -0.362 0.339
H 0.682 0.098 1.830 0.468
H 0.378 0.806 -0.976 0.400
H -1.126 1.680 0.597 0.315
H -2.292 -0.140 -1.098 0.279
H -2.309 -0.778 0.566 0.257
H 1.200 -1.901 -0.133 0.401